1.
The following is a DFT calculation (wB97M-V/def2-TZVPD) of a structure of composition C24H21AsClN2OPS4Tc.

Geometry (Å):
Tc1 1.308 -0.076 0.386
As1 4.375 -0.116 -0.206
Cl1 -1.145 -1.271 7.219
S1 2.732 -1.373 -0.934
S2 3.172 1.474 0.570
S3 6.135 0.378 -1.377
S4 6.364 -0.769 0.468
P1 -0.717 -1.243 -0.627
O1 1.363 -0.872 1.957
N1 -0.052 1.209 1.465
N2 0.739 1.458 -1.083
C1 1.245 -1.932 4.074
C2 1.185 1.514 -2.338
C3 -0.175 -0.048 3.545
C4 -0.447 3.531 -1.391
C5 -0.402 2.394 0.782
C6 -0.053 2.447 -0.584
C7 -0.368 -1.155 5.695
C8 -0.806 -0.226 4.769
C9 -1.264 4.661 0.578
C10 0.165 -2.335 -4.398
C11 -1.296 -2.212 0.783
C12 0.655 -2.029 5.344
C13 -1.381 -3.356 -2.250
C14 -1.088 4.640 -0.769
C15 -1.404 -3.976 -3.475
C16 0.200 -1.718 -3.144
C17 -0.550 1.034 2.650
C18 -0.021 3.548 -2.721
C19 -1.001 3.505 1.329
C20 -2.097 -0.064 -0.941
C21 -0.569 -2.200 -2.086
C22 0.784 -0.975 3.240
C23 0.824 2.577 -3.173
C24 -0.662 -3.439 -4.545
H1 -0.792 -3.918 -5.493
H2 -2.038 -4.856 -3.620
H3 -2.384 0.451 0.003
H4 -0.619 -3.038 0.986
H5 0.983 -2.733 6.028
H6 1.278 2.598 -4.150
H7 0.852 -0.871 -3.026
H8 -1.647 5.564 1.056
H9 -0.281 4.386 -3.359
H10 0.736 -1.965 -5.230
H11 1.986 -2.621 3.770
H12 -1.395 5.475 -1.384
H13 -1.754 0.598 -1.730
H14 -1.265 1.780 2.979
H15 -2.916 -0.712 -1.271
H16 -1.345 -1.546 1.658
H17 -2.327 -2.505 0.645
H18 -1.957 -3.810 -1.448
H19 1.846 0.757 -2.685
H20 -1.637 0.391 5.046
H21 -1.073 3.591 2.411

Energy in a.u.: -5821.85522
ΔE to the lowest compared entry with this formula, charge and spin in kcal/mol: 38.1
HOMO (alpha / beta) in eV: -17.160 / -17.160
Charge: +3
E_LUMO (alpha / beta) in Eh: -0.424 / -0.424

These are the Mulliken partial charges, in e, on atoms 1 to 6: 0.460, 0.791, -0.099, -0.154, -0.162, -0.068

2.
The following is a DFT calculation (wB97M-V/def2-TZVPD) of a structure of composition C24H21BClCsN10O6.

Geometry (Å):
Cs1 0.341 -0.557 -0.122
Cl1 -2.009 -1.450 2.693
O1 -3.649 2.343 0.405
O2 0.756 4.083 0.513
O3 -4.171 -0.912 -0.131
O4 -0.941 1.802 1.275
O5 -0.963 6.060 -0.829
O6 -3.698 5.024 -0.846
N1 5.562 -1.786 -0.895
N2 -0.916 1.276 -2.402
N3 2.175 -1.416 -2.554
N4 3.587 -0.401 -0.257
N5 6.256 -2.806 -1.446
N6 -3.090 -0.841 0.368
N7 3.436 -0.271 1.079
N8 3.491 -2.898 -0.018
N9 3.457 -1.783 -2.323
N10 2.166 -3.076 0.165
C1 -2.734 4.459 -0.379
C2 3.437 0.794 -0.877
C3 3.309 -4.591 1.383
C4 -2.077 5.147 -3.884
C5 -0.335 3.475 -3.153
C6 6.396 -0.909 -0.293
C7 -2.702 3.100 0.263
C8 -0.438 3.982 0.323
C9 7.531 -2.553 -1.193
C10 4.043 -2.204 -3.464
C11 -2.608 2.795 -3.145
C12 -0.013 2.222 -2.659
C13 -1.306 2.824 0.702
C14 -1.319 5.005 -0.359
C15 7.684 -1.361 -0.465
C16 -2.192 1.572 -2.645
C17 -1.668 3.786 -3.408
C18 3.172 1.011 1.288
C19 3.120 -2.102 -4.480
C20 4.198 -3.789 0.704
C21 3.156 1.740 0.082
C22 2.052 -4.096 1.002
C23 -3.139 -0.419 1.790
C24 1.970 -1.602 -3.849
B1 4.019 -1.740 -0.884
H1 -3.028 5.110 -4.413
H2 1.072 -4.436 1.304
H3 8.592 -0.901 -0.115
H4 2.933 2.785 -0.054
H5 6.015 -0.042 0.219
H6 8.291 -3.234 -1.545
H7 5.060 -2.554 -3.455
H8 1.007 -1.364 -4.276
H9 3.524 0.870 -1.948
H10 1.020 1.961 -2.449
H11 -3.663 2.987 -3.296
H12 -1.320 5.575 -4.542
H13 3.259 -2.353 -5.518
H14 -4.144 -0.518 2.190
H15 -2.918 0.800 -2.412
H16 -2.192 5.817 -3.029
H17 2.985 1.367 2.289
H18 -2.766 0.604 1.810
H19 3.535 -5.407 2.048
H20 0.444 4.209 -3.318
H21 5.274 -3.795 0.677

Energy in a.u.: -2431.49982
ΔE to the lowest compared entry with this formula, charge and spin in kcal/mol: 0.3
HOMO (alpha / beta) in eV: -5.527 / -6.495
Spin multiplicity: 2
Charge: -1
E_LUMO (alpha / beta) in Eh: 0.061 / 0.013

These are the Mulliken partial charges, in e, on atoms 1 to 6: 1.130, -0.195, -0.665, -0.639, -0.375, -0.707

3.
The following is a DFT calculation (wB97M-V/def2-TZVPD) of a structure of composition C24H21Br2ClInN3OS2.

Geometry (Å):
In1 0.548 -0.449 -0.021
Br1 4.713 0.925 -0.650
Br2 3.748 -0.456 2.076
Cl1 -3.599 4.977 -0.658
S1 1.853 -2.536 -0.026
S2 -1.454 -1.893 -0.357
O1 0.141 -1.261 2.414
N1 0.336 1.405 1.406
N2 1.884 -6.626 -4.562
N3 -2.132 -5.926 -4.907
C1 -1.292 -3.735 -2.332
C2 -1.957 0.818 1.970
C3 4.815 -0.630 0.481
C4 0.742 0.938 -1.714
C5 -1.019 4.219 -0.987
C6 -0.810 1.783 1.988
C7 -1.494 -5.369 -4.131
C8 -0.697 -4.674 -3.160
C9 -0.911 3.012 2.630
C10 -2.347 3.830 -1.044
C11 -0.028 3.290 -1.262
C12 0.675 -4.921 -3.041
C13 -0.564 -3.037 -1.370
C14 -1.682 1.617 -1.666
C15 1.374 3.439 2.096
C16 -0.549 -0.680 3.518
C17 1.336 -5.875 -3.887
C18 -1.931 -0.147 3.170
C19 0.191 3.845 2.693
C20 -2.686 2.536 -1.403
C21 -0.331 1.965 -1.576
C22 1.394 2.222 1.448
C23 1.411 -4.225 -2.093
C24 0.820 -3.291 -1.246
H1 0.124 4.803 3.192
H2 2.260 4.057 2.109
H3 -1.954 0.598 -1.923
H4 5.846 -0.762 0.779
H5 -2.895 1.375 1.974
H6 -3.727 2.249 -1.468
H7 -0.767 5.239 -0.730
H8 2.472 -4.416 -2.009
H9 -0.624 -1.406 4.332
H10 1.010 3.600 -1.216
H11 0.596 0.311 -2.596
H12 -1.939 0.261 1.034
H13 1.731 1.388 -1.774
H14 -1.856 3.301 3.069
H15 4.422 -1.473 -0.074
H16 -0.302 -2.072 2.120
H17 0.095 0.129 3.865
H18 2.285 1.884 0.932
H19 -2.314 0.360 4.060
H20 -2.351 -3.540 -2.434
H21 -2.611 -0.976 2.960

Energy in a.u.: -7761.44536
ΔE to the lowest compared entry with this formula, charge and spin in kcal/mol: 3.4
HOMO in eV: -7.973
Charge: 0
E_LUMO in Eh: -0.012

These are the Mulliken partial charges, in e, on atoms 1 to 6: 0.849, -0.102, -0.069, -0.241, -0.444, -0.442

4.
The following is a DFT calculation (wB97M-V/def2-TZVPD) of a structure of composition C24H21Cl2HgN9O2S.

Geometry (Å):
Hg1 -0.101 0.132 -0.199
Cl1 0.759 -5.980 3.096
Cl2 3.769 -4.939 2.697
S1 -0.600 -2.956 -1.665
O1 3.977 -0.192 1.320
O2 -2.628 -2.645 2.043
N1 1.752 -0.602 0.819
N2 -1.266 1.148 -2.087
N3 -0.818 -1.434 1.237
N4 1.490 -4.554 -1.446
N5 -2.716 0.529 0.568
N6 1.700 1.523 -0.932
N7 -1.119 3.246 -1.126
N8 1.703 -1.159 -2.537
N9 1.982 -2.483 -2.236
C1 -4.353 -1.204 0.471
C2 0.233 -2.279 1.636
C3 1.102 -4.382 2.478
C4 1.821 2.482 -1.885
C5 -1.694 0.331 -3.054
C6 1.016 -3.324 -1.798
C7 -3.077 -0.732 0.781
C8 -2.200 2.995 -3.277
C9 -1.517 2.455 -2.177
C10 0.035 -3.553 2.158
C11 2.918 0.086 0.727
C12 3.989 2.072 -0.291
C13 -5.271 -0.334 -0.080
C14 -4.908 0.993 -0.269
C15 -2.627 2.145 -4.270
C16 2.629 -2.667 1.793
C17 2.856 1.256 -0.168
C18 -3.623 1.373 0.073
C19 -2.378 0.778 -4.165
C20 1.575 -1.820 1.432
C21 2.395 -3.935 2.298
C22 2.917 3.270 -2.075
C23 -2.100 -1.715 1.420
C24 4.045 3.094 -1.204
H1 4.923 3.720 -1.293
H2 2.149 -0.518 -1.888
H3 -6.261 -0.680 -0.353
H4 -0.957 4.216 -1.341
H5 0.827 -5.108 -0.928
H6 2.917 4.003 -2.872
H7 -4.580 -2.239 0.679
H8 1.969 -0.943 -3.489
H9 -3.153 2.544 -5.129
H10 -5.597 1.718 -0.682
H11 -2.701 0.079 -4.922
H12 -0.972 -3.904 2.311
H13 -0.387 2.840 -0.554
H14 4.824 1.841 0.357
H15 -2.384 4.060 -3.325
H16 2.945 -2.752 -2.095
H17 -3.293 2.396 -0.065
H18 0.970 2.596 -2.547
H19 3.638 -2.306 1.676
H20 2.447 -4.627 -1.136
H21 -1.458 -0.720 -2.914

Energy in a.u.: -3042.54282
ΔE to the lowest compared entry with this formula, charge and spin in kcal/mol: 24.1
HOMO (alpha / beta) in eV: -2.017 / -4.157
Spin multiplicity: 2
Charge: -1
E_LUMO (alpha / beta) in Eh: 0.084 / 0.084

These are the Mulliken partial charges, in e, on atoms 1 to 6: 1.278, -0.257, -0.252, -0.331, -0.844, -0.791

5.
The following is a DFT calculation (wB97M-V/def2-TZVPD) of a structure of composition C24H21ClCrN5O2.

Geometry (Å):
Cr1 12.168 10.642 7.306
Cl1 11.056 7.899 8.388
O1 19.046 7.491 9.066
O2 18.824 6.430 7.042
N1 12.165 12.616 6.496
N2 14.179 10.849 6.579
N3 10.138 10.714 6.788
N4 11.784 11.015 9.352
N5 9.416 11.480 8.893
C1 13.439 13.991 4.981
C2 7.869 10.856 7.225
C3 14.405 11.914 5.902
C4 10.337 11.648 11.067
C5 16.434 7.908 6.494
C6 16.118 10.319 7.917
C7 17.220 9.486 8.220
C8 15.174 9.903 6.951
C9 13.336 12.905 5.757
C10 11.215 13.586 6.550
C11 18.482 7.370 7.782
C12 12.625 11.402 11.523
C13 12.833 11.118 10.188
C14 10.531 11.338 9.695
C15 12.400 8.605 7.444
C16 9.193 10.993 7.626
C17 15.301 8.702 6.267
C18 12.431 14.976 4.984
C19 11.325 11.730 11.948
C20 8.565 9.912 5.185
C21 7.530 10.229 6.050
C22 17.353 8.275 7.505
C23 11.314 14.759 5.804
C24 9.848 10.298 5.530
H1 16.010 11.264 8.428
H2 17.953 9.771 9.015
H3 15.304 12.049 5.286
H4 14.537 8.436 5.565
H5 8.546 9.397 4.200
H6 8.551 11.632 9.480
H7 16.624 6.960 5.933
H8 6.504 10.185 5.658
H9 13.307 8.214 7.982
H10 9.283 11.723 11.438
H11 14.427 14.078 4.506
H12 7.141 10.836 8.032
H13 11.085 12.097 12.907
H14 12.600 15.882 4.469
H15 10.329 13.320 7.084
H16 13.329 11.206 12.286
H17 12.319 8.032 6.504
H18 13.832 10.861 9.830
H19 10.666 10.192 4.875
H20 19.976 7.410 9.034
H21 10.478 15.538 5.858

Energy in a.u.: -2855.87295
HOMO (alpha / beta) in eV: -9.844 / -10.945
Spin multiplicity: 5
Charge: +1
E_LUMO (alpha / beta) in Eh: -0.136 / -0.145

These are the Mulliken partial charges, in e, on atoms 1 to 6: 0.175, -0.215, -0.463, -0.545, 0.483, -0.008

6.
The following is a DFT calculation (wB97M-V/def2-TZVPD) of a structure of composition C24H21Co2O6.

Geometry (Å):
Co1 -1.411 -1.491 0.714
Co2 -3.777 -0.772 1.262
O1 -4.284 0.527 -1.274
O2 -5.135 -3.134 0.227
O3 -1.388 0.078 -1.741
O4 0.231 -3.418 2.132
O5 -2.394 -3.854 -0.651
O6 -5.911 0.086 3.029
C1 -3.976 0.028 -0.277
C2 3.042 -1.388 0.593
C3 0.218 4.474 2.963
C4 -0.819 5.015 2.183
C5 -0.862 -0.033 1.647
C6 3.545 1.225 -3.166
C7 2.744 0.207 -2.419
C8 1.359 -1.901 -2.360
C9 -2.090 -2.867 -0.127
C10 1.946 -0.700 -0.234
C11 -1.465 -0.550 -0.765
C12 0.568 3.128 2.846
C13 -0.159 2.279 1.975
C14 0.663 -3.053 -3.011
C15 -1.572 4.171 1.344
C16 -0.474 -2.673 1.585
C17 -4.513 -2.249 0.636
C18 2.546 0.352 -1.107
C19 2.215 -0.987 -3.191
C20 -2.042 -0.546 2.135
C21 -5.003 -0.245 2.391
C22 -1.265 2.816 1.268
C23 0.145 0.865 1.845
C24 1.239 -1.743 -1.030
H1 1.213 -0.184 0.464
H2 -0.344 -3.187 -2.590
H3 -2.184 -0.805 3.204
H4 0.680 -2.507 -0.469
H5 -2.372 4.559 0.717
H6 3.457 1.079 -4.244
H7 0.587 -2.913 -4.094
H8 -1.009 6.088 2.196
H9 0.777 5.113 3.647
H10 2.937 1.238 -0.594
H11 4.609 1.154 -2.904
H12 3.659 -0.649 1.123
H13 3.692 -1.990 -0.076
H14 1.632 -0.624 -4.060
H15 -1.853 2.131 0.648
H16 1.117 0.508 2.208
H17 3.216 2.237 -2.904
H18 1.215 -3.985 -2.827
H19 2.598 -2.053 1.343
H20 1.393 2.700 3.428
H21 3.060 -1.555 -3.638

Energy in a.u.: -4144.01217
ΔE to the lowest compared entry with this formula, charge and spin in kcal/mol: 5.4
HOMO in eV: -3.969
Charge: -1
E_LUMO in Eh: 0.098

These are the Mulliken partial charges, in e, on atoms 1 to 6: 0.884, -0.218, -0.422, -0.422, -0.398, -0.419

7.
The following is a DFT calculation (wB97M-V/def2-TZVPD) of a structure of composition C24H21EuN7S2.

Geometry (Å):
Eu1 -1.075 -1.616 0.838
S1 0.073 -1.561 3.263
S2 -0.707 -4.075 1.827
N1 2.765 2.916 0.574
N2 1.003 0.394 0.989
N3 3.675 -1.679 3.032
N4 2.610 -5.679 1.426
N5 0.038 -2.235 -1.257
N6 -2.427 0.268 1.705
N7 -1.389 0.036 -0.803
C1 -0.306 -1.467 -2.342
C2 1.876 -3.447 2.495
C3 -2.930 0.351 2.920
C4 -1.710 1.295 -0.367
C5 -1.820 3.743 -0.494
C6 0.028 -1.867 -3.654
C7 0.545 -3.082 2.530
C8 -1.433 2.494 -1.020
C9 -2.290 1.406 0.953
C10 -3.244 2.702 2.758
C11 1.065 -3.829 -2.720
C12 -1.068 -0.267 -2.122
C13 2.886 -2.497 2.833
C14 2.290 -4.687 1.917
C15 0.740 -3.078 -3.811
C16 -2.458 3.842 0.709
C17 -1.492 0.422 -3.242
C18 3.155 1.644 1.297
C19 0.685 -3.370 -1.452
C20 -0.381 -1.089 -4.760
C21 -2.679 2.665 1.463
C22 -3.367 1.555 3.486
C23 -1.142 0.021 -4.545
C24 2.434 0.446 0.705
H1 -1.625 4.636 -1.076
H2 0.864 0.328 1.995
H3 0.490 1.194 0.626
H4 -2.153 1.269 -3.124
H5 -0.112 -1.406 -5.760
H6 -2.788 4.796 1.101
H7 2.891 1.774 2.345
H8 1.590 -4.770 -2.809
H9 -3.779 1.558 4.486
H10 1.750 3.045 0.600
H11 -0.926 2.470 -1.974
H12 -1.497 0.606 -5.384
H13 3.200 3.737 0.993
H14 -2.991 -0.569 3.488
H15 2.906 -0.431 1.145
H16 -3.558 3.658 3.162
H17 1.005 -3.404 -4.810
H18 3.048 2.866 -0.405
H19 2.589 0.398 -0.378
H20 4.236 1.533 1.220
H21 0.911 -3.964 -0.572

Energy in a.u.: -2817.00499
HOMO (alpha / beta) in eV: -9.968 / -9.987
Spin multiplicity: 7
Charge: +1
E_LUMO (alpha / beta) in Eh: -0.133 / -0.133

These are the Mulliken partial charges, in e, on atoms 1 to 6: 0.922, -0.415, -0.320, -0.163, 0.332, -0.564

8.
The following is a DFT calculation (wB97M-V/def2-TZVPD) of a structure of composition C24H21N6O2S5W.

Geometry (Å):
W1 -1.032 -0.247 -0.178
S1 -0.675 -2.401 -1.208
S2 -4.816 0.632 -2.322
S3 -1.624 -1.900 1.951
S4 -3.427 0.373 0.472
S5 0.512 1.511 2.484
O1 -0.199 2.729 2.240
O2 1.896 1.442 2.118
N1 1.775 -1.477 -0.536
N2 1.544 -3.750 -0.680
N3 -0.307 0.236 1.762
N4 1.067 -0.317 -0.644
N5 -0.436 1.753 -0.734
N6 -2.398 -0.069 -1.829
C1 -1.286 2.785 -0.824
C2 -4.053 0.323 -5.028
C3 -0.857 -0.976 5.188
C4 -1.768 -0.343 -5.467
C5 0.225 0.885 4.113
C6 1.019 -2.526 -0.745
C7 -0.454 -0.445 6.405
C8 1.378 3.239 -1.174
C9 2.926 -4.010 -0.285
C10 0.892 1.970 -0.906
C11 0.281 0.735 6.466
C12 3.219 0.799 -0.869
C13 -3.760 0.281 -3.671
C14 -0.797 -0.635 2.637
C15 -2.487 -0.075 -3.218
C16 0.637 1.424 5.312
C17 -3.522 0.290 -1.240
C18 3.084 -4.109 1.224
C19 -1.475 -0.391 -4.117
C20 1.734 0.780 -0.804
C21 -3.042 0.009 -5.918
C22 0.493 4.299 -1.265
C23 -0.862 4.069 -1.090
C24 -0.508 -0.292 4.037
H1 4.124 -4.310 1.481
H2 3.235 -4.931 -0.777
H3 1.209 2.341 5.356
H4 -0.714 -0.955 7.322
H5 -5.039 0.594 -5.379
H6 -3.243 0.035 -6.980
H7 -0.497 -0.678 -3.756
H8 0.583 1.125 7.429
H9 3.610 0.178 -0.065
H10 -0.999 -0.587 -6.187
H11 3.619 1.802 -0.769
H12 2.436 3.394 -1.310
H13 -1.586 4.868 -1.143
H14 3.562 0.364 -1.811
H15 2.788 -3.173 1.699
H16 -1.427 -1.894 5.130
H17 -2.329 2.563 -0.648
H18 3.534 -3.199 -0.682
H19 2.473 -4.915 1.631
H20 0.901 -4.522 -0.731
H21 0.859 5.296 -1.468

Energy in a.u.: -3464.13188
ΔE to the lowest compared entry with this formula, charge and spin in kcal/mol: 0.0
HOMO (alpha / beta) in eV: -10.514 / -10.912
Spin multiplicity: 3
Charge: +1
E_LUMO (alpha / beta) in Eh: -0.133 / -0.154

These are the Mulliken partial charges, in e, on atoms 1 to 6: 0.830, -0.538, -0.222, -0.276, -0.320, 1.103